Entry from OMol25: C2HClF2OS in the gas phase (ωB97M-V with the def2-TZVPD basis set).

Its SMILES is O=C(F)[C@H](Cl)SF. Its HOMO energy is -0.3791 Ha. The total energy is -1210.10087 a.u. Its multiplicity is 1.

Last column: Mulliken charge in e.
Element x y z (Å)
C1 1.2817 1.0597 0.7568  0.4319
C2 0.0189 0.6038 0.2811  -0.0227
O1 1.6171 2.0837 1.2093  -0.4074
F1 2.1521 0.0050 0.7199  -0.2368
F2 -2.4174 0.5721 -0.0367  -0.2034
S1 -1.3805 1.2278 1.0186  0.2265
Cl1 0.1066 1.6639 -1.5900  -0.1871
H1 0.1293 -0.5194 0.0244  0.3990


Entry from OMol25: C6H11N3S in the gas phase (ωB97M-V with the def2-TZVPD basis set).

Its SMILES is CNc1nc(C(C)C)ns1. Its HOMO energy is -0.3129 Ha. The total energy is -797.57381 a.u. Its multiplicity is 1.

Last column: Mulliken charge in e.
Element x y z (Å)
C1 0.6241 -0.3418 0.8861  -0.1341
C2 1.8822 -0.0498 -1.1477  0.3180
C3 -1.2206 1.1279 1.0529  -1.2385
C4 -1.4465 -0.7725 2.5417  -1.3429
C5 0.5104 0.4109 -2.8692  -0.7749
C6 -0.7921 -0.3429 1.1993  1.0516
N1 1.6512 -1.1056 1.1333  -0.6306
N2 0.8187 0.1808 -0.4150  -0.2629
N3 1.8557 -0.0121 -2.4328  -0.2374
S1 2.9068 -1.1864 0.0085  -0.0433
H1 -1.8412 1.2952 0.1322  0.2182
H2 -0.3332 1.6946 0.8788  0.3934
H3 -1.6608 1.6429 1.9940  0.3724
H4 -0.9606 -0.2118 3.4246  0.2800
H5 -1.4434 -1.8735 2.8329  0.3071
H6 -2.4964 -0.3458 2.4058  0.3849
H7 0.4806 0.3521 -4.0431  0.2745
H8 -0.1187 -0.3569 -2.4464  0.2858
H9 0.4854 1.3853 -2.4606  0.2922
H10 -1.2641 -0.8437 0.3304  0.2161
H11 2.3624 -0.6469 -3.0059  0.2704


Entry from OMol25: 2 unconnected molecules or ions with the total composition C4H12N2OS (ωB97M-V with the def2-TZVPD basis set).

Its HOMO energy is -0.3063 Ha. The total energy is -742.30675 a.u. Its multiplicity is 1.

Last column: Mulliken charge in e.
Element x y z (Å)
C1 0.1997 -0.4770 -1.0174  -0.8378
N1 1.3217 -1.3045 -1.0995  -0.4594
C2 0.1371 0.3238 0.2931  0.0008
C3 -1.2899 1.1083 0.4041  -0.7623
S1 -2.5556 -0.0075 0.0852  -0.1674
N2 1.1514 1.2206 0.3906  -0.1782
C4 2.4800 0.8309 1.1026  -0.3526
O1 2.8206 -0.3694 0.7000  -0.6639
H1 -0.7436 -1.0048 -1.0911  0.3925
H2 0.1407 0.2419 -1.8533  0.3101
H3 -5.4554 -2.5471 -0.7630  -0.0114
H4 1.1082 -2.2824 -1.0372  0.2480
H5 0.2873 -0.3860 1.1120  0.4146
H6 -1.2039 2.0486 -0.1410  0.3577
H7 -1.2700 1.4350 1.4411  0.3598
H8 -5.9693 -2.0744 -0.5103  0.0135
H9 1.3264 1.7318 -0.4694  0.3105
H10 3.1586 1.6036 0.7475  0.3369
H11 2.2524 0.9158 2.1763  0.3211
H12 2.1032 -1.0073 -0.4702  0.3676


Entry from OMol25: a molecular structure, C12H13NOsP (ωB97M-V with the def2-TZVPD basis set).

Its HOMO energy (spin up / spin down) is -0.3565 / -0.4580 Ha. As for the expectation value of S²: 6.02. The total energy is -951.35388 a.u. The net charge is +1. Its multiplicity is 5.

Last column: Mulliken charge in e.
Element x y z (Å)
C1 -2.1639 0.2369 -3.1016  -0.2268
C2 -2.2633 1.4047 -3.8144  -0.4303
C3 -1.9973 2.6929 -3.3602  -0.3602
C4 -1.5072 3.0636 -2.1104  -0.3494
C5 -1.2283 2.2286 -1.0322  -0.4894
Os1 -0.8266 0.6368 -1.8515  0.4997
P1 -0.5358 -1.7005 -1.9169  -0.2141
H1 -2.6607 -0.6708 -3.4654  0.4794
H2 -2.6524 1.3408 -4.8335  0.3311
H3 -2.2373 3.5113 -4.0279  0.3577
H4 -1.0561 2.6972 -0.0606  0.3924
H5 -1.3778 4.1340 -1.9228  0.3156
H6 0.8219 -2.0901 -1.9083  0.1549
H7 -1.0071 -2.4482 -3.0200  0.1382
H8 -1.1008 -2.3982 -0.8163  0.1471
N1 0.3245 0.2094 -0.2784  -0.5306
C6 0.5842 -0.0697 0.8397  0.6985
C7 1.1694 -0.5464 2.0298  0.3074
C8 2.5814 -0.5384 2.1161  -0.3147
C9 3.2078 -1.0840 3.2318  -0.6091
C10 2.4271 -1.6351 4.2595  -0.3036
C11 1.0231 -1.6126 4.2064  -0.5465
C12 0.3848 -1.0612 3.0973  -0.4175
H9 3.1537 -0.1008 1.2895  0.3938
H10 4.3012 -1.0700 3.2850  0.3905
H11 2.9232 -2.0869 5.1198  0.3855
H12 0.4197 -2.0232 5.0249  0.3866
H13 -0.7076 -1.0201 3.0207  0.4137


Entry from OMol25: 2 unconnected molecules or ions with the total composition C2H8N2P2 (ωB97M-V with the def2-TZVPD basis set).

Its HOMO energy (spin up / spin down) is -0.3166 / -0.3085 Ha. The total energy is -873.00711 a.u. Its multiplicity is 1.

Last column: Mulliken charge in e.
Element x y z (Å)
C1 -2.0653 0.5355 1.1176  -0.5265
C2 -0.9749 -0.6117 -1.2687  -0.5388
N1 0.4100 -0.9154 -0.8532  -0.5093
N2 1.3596 0.9133 -0.2937  -0.3306
P1 -1.7210 0.9115 -0.4832  0.0885
P2 2.5486 0.5594 0.6891  -0.0173
H1 -2.3108 1.4636 1.6475  0.2641
H2 -1.5814 -0.3554 1.5374  0.2506
H3 -0.9399 -0.4405 -2.3348  0.3093
H4 -1.5544 -1.5935 -1.1572  0.3849
H5 0.4828 -1.1872 0.1578  0.2960
H6 1.4461 1.2031 -1.2436  0.2562
H7 1.6507 0.1367 1.7809  0.0200
H8 3.2501 -0.6193 0.7042  0.0528


Entry from OMol25: a molecular structure, C13H12N2O4Tm (ωB97M-V with the def2-TZVPD basis set).

Its HOMO energy (spin up / spin down) is -0.6693 / -0.6693 Ha. As for the expectation value of S²: 2.03. The total energy is -1996.95839 a.u. The net charge is +3. Its multiplicity is 3.

Last column: Mulliken charge in e.
Element x y z (Å)
N1 -4.4280 -0.1649 1.7370  -0.3511
C1 -3.0803 -0.0837 1.3730  0.0032
C2 -2.3173 0.9200 1.9526  -0.2318
N2 -2.8278 1.8143 2.8598  -0.1249
C3 -0.8371 1.0822 1.5741  0.3437
O1 -0.0548 1.7081 2.2198  -0.4259
C4 -0.3478 0.3925 0.2705  0.3686
C5 0.8790 0.8413 -0.2266  -0.1829
C6 1.4332 0.2343 -1.3666  0.3530
C7 2.7863 0.7300 -1.8154  -1.3024
C8 3.8783 -0.2775 -1.2782  -0.3783
C9 3.5291 -0.7683 0.1369  0.4123
O2 3.7078 -0.0204 1.0580  -0.4213
O3 2.9765 -2.0184 0.3824  -0.4522
C10 0.7166 -0.8116 -2.0353  -0.2422
C11 -0.4942 -1.2720 -1.5871  -0.3358
C12 -1.0873 -0.6454 -0.3257  -0.2900
C13 -2.4239 -1.0627 0.3739  -0.0687
O4 -2.9139 -2.1352 0.1275  -0.3992
H1 -4.6430 -1.1219 2.0334  0.3752
H2 -5.0368 0.1060 0.9623  0.3261
H3 -3.2068 2.6530 2.3901  0.3896
H4 -2.0352 2.1821 3.4151  0.3997
H5 1.4317 1.6360 0.2798  0.5729
H6 2.8518 0.7999 -2.9096  0.4330
H7 2.9645 1.7372 -1.4163  0.3852
H8 3.8967 -1.1522 -1.9460  0.3796
H9 4.8494 0.2243 -1.2343  0.3965
H10 2.0188 -1.9066 0.3423  0.3177
H11 1.1805 -1.2364 -2.9304  0.6344
H12 -1.0143 -2.1173 -2.1391  0.6199
Tm1 -2.3514 -0.2663 -2.2782  1.4959


Entry from OMol25: a molecular structure, C35H29N7S10SeTi (ωB97M-V with the def2-TZVPD basis set).

Its HOMO energy (spin up / spin down) is -0.0467 / -0.0471 Ha. The total energy is -8967.41415 a.u. The net charge is -2. Its multiplicity is 1.

Last column: Mulliken charge in e.
Element x y z (Å)
Ti1 0.5303 -0.2249 -0.2324  -0.5580
C1 0.1067 3.5466 1.0865  -1.0719
N1 0.2600 2.3330 1.8810  1.5496
C2 1.1825 2.5480 2.9814  -1.3486
C3 -0.9906 1.7840 2.3233  -0.4544
C4 -1.9065 2.5773 3.0086  -0.3235
C5 -3.1366 2.0877 3.4069  -0.8665
C6 -3.4763 0.7796 3.0897  -0.8609
C7 -2.5691 -0.0191 2.4211  -0.0423
C8 -1.3066 0.4498 2.0585  -0.6790
N2 -0.3774 -0.4677 1.4803  1.6734
C9 -0.0787 -1.5947 2.2408  -0.0194
C10 -0.4036 -1.7311 3.6043  -0.6181
C11 -0.0688 -2.8666 4.3210  -0.9563
C12 0.6095 -3.9168 3.7175  -0.9947
C13 0.9804 -3.7772 2.3886  -0.4065
C14 0.6680 -2.6363 1.6677  -0.0479
N3 1.1281 -2.4725 0.2904  1.3820
C15 2.5745 -2.7650 0.1918  -1.2392
C16 0.4106 -3.4392 -0.5782  -1.4320
H1 -0.6408 3.3927 0.3112  0.0820
H2 -0.1893 4.4185 1.6925  0.4381
H3 1.0643 3.7742 0.6116  0.3193
H4 0.8393 3.3432 3.6674  0.3874
H5 2.1577 2.8387 2.5821  0.3188
H6 1.3046 1.6260 3.5502  0.2498
H7 -1.6471 3.6074 3.2225  0.2666
H8 -3.8359 2.7261 3.9330  0.3405
H9 -4.4491 0.3831 3.3524  0.5074
H10 -2.8311 -1.0362 2.1529  0.4521
H11 -0.9254 -0.9253 4.1005  0.3822
H12 -0.3334 -2.9221 5.3708  0.4043
H13 0.8551 -4.8154 4.2688  0.3826
H14 1.5348 -4.5714 1.9036  0.2961
H15 2.7525 -3.8450 0.2297  0.4924
H16 3.1120 -2.2902 1.0071  0.4602
H17 2.9455 -2.3924 -0.7587  0.2420
H18 0.6003 -4.4605 -0.2273  0.4213
H19 -0.6551 -3.2331 -0.5543  0.3394
H20 0.7767 -3.3310 -1.5965  0.4425
Se1 6.1680 4.4396 -2.0981  0.1032
N4 5.9336 3.2812 -0.7534  -0.9067
C17 4.7276 2.8130 -0.8597  0.5407
C18 4.1487 1.8340 0.0717  0.4418
C19 4.7998 1.3902 1.1763  -0.9991
C20 4.1051 0.5079 2.0686  -1.0468
C21 2.8683 0.0648 1.7590  -0.6038
N5 2.2049 0.4126 0.6027  1.5414
C22 2.8199 1.3858 -0.2005  -0.2876
C23 2.0386 1.9191 -1.2179  -0.0682
N6 0.7170 1.4835 -1.2917  1.1338
C24 -0.0733 2.0194 -2.2621  -0.9280
C25 0.3857 2.9080 -3.1877  -1.1973
C26 1.7296 3.3452 -3.1329  -0.7254
C27 2.5464 2.8838 -2.1461  0.4171
C28 3.9264 3.3293 -1.9735  0.8542
N7 4.5139 4.2018 -2.7410  -0.9171
H21 5.8094 1.7249 1.3748  0.4803
H22 4.5589 0.1861 2.9970  0.4324
H23 2.3376 -0.6015 2.4284  0.5679
H24 -1.1081 1.7061 -2.2489  0.5548
H25 -0.2902 3.2653 -3.9515  0.5014
H26 2.1208 4.0527 -3.8539  0.4971
S1 -1.5595 -2.7084 -6.9924  -0.3399
C29 -1.0811 -2.1347 -5.5047  0.1199
S2 -2.1534 -1.8030 -4.2119  -0.0551
C30 -0.9802 -1.3026 -3.0054  0.1599
C31 0.3047 -1.3197 -3.4203  0.0582
S3 1.7199 -0.9951 -2.4634  -0.6370
S4 0.5489 -1.8018 -5.0849  -0.1757
S5 -1.5709 -0.8603 -1.4196  -0.4480
C32 -3.7292 1.5239 -4.2130  -0.3045
S6 -4.7394 2.8255 -3.4583  -0.1893
C33 -5.3172 1.9632 -2.0557  -0.1991
C34 -4.6212 1.8148 -0.8828  -0.0207
S7 -3.1195 2.4712 -0.4271  -0.1400
S8 -5.4826 0.7702 0.2553  0.0405
C35 -6.8975 0.4193 -0.6541  -0.0085
S9 -8.1516 -0.5316 -0.0959  -0.3742
S10 -6.8663 1.1631 -2.1858  -0.1781
H27 -3.1056 1.9816 -4.9819  0.3208
H28 -4.3524 0.7513 -4.6591  0.3964
H29 -3.0966 1.0928 -3.4369  -0.3224


Entry from OMol25: C14H19N3O4 in the gas phase (ωB97M-V with the def2-TZVPD basis set).

Its SMILES is NC(=O)CC[C@H](N)C(=O)N[C@@H](Cc1ccccc1)C(=O)O. Its HOMO energy is -0.3226 Ha. The total energy is -1010.03033 a.u. Its multiplicity is 1.

Last column: Mulliken charge in e.
Element x y z (Å)
C1 3.0247 -1.2631 0.6042  0.4334
C2 1.5773 -0.9020 0.3103  0.0806
C3 3.8358 -0.3399 -0.2976  -1.4044
C4 3.2664 1.0365 -0.6106  -0.3473
C5 2.9374 1.9856 0.5525  0.3879
C6 -0.4101 -0.5166 -1.1252  -0.6685
C7 -0.7007 1.0431 -0.8745  0.4191
C8 -1.4299 -1.3078 -0.2254  -0.8386
C9 -2.7630 -0.6952 0.0998  0.6629
C10 -3.2615 -0.7483 1.4239  -0.2205
C11 -3.5591 0.0174 -0.8597  0.0369
C12 -4.5342 -0.0884 1.7207  -0.6524
C13 -4.7292 0.8014 -0.5072  -0.8402
C14 -5.1530 0.6699 0.7598  -0.0872
H1 2.8480 -2.6893 -0.8652  0.3213
H2 2.5882 -3.1682 0.8062  0.3505
H3 3.3260 -1.0824 1.6679  0.4114
H4 4.0508 -0.7151 -1.3368  0.3834
H5 4.8350 -0.5851 -0.0869  0.5806
H6 4.0587 1.6177 -1.1471  0.3503
H7 2.3190 0.8344 -1.1950  0.2342
H8 1.8647 3.0884 -0.6775  0.2675
H9 1.8036 3.5656 1.0009  0.2571
H10 1.2423 -1.5519 -1.6028  0.3284
H11 -0.5308 -0.7474 -2.1542  0.7172
H12 -1.4791 -2.2075 -0.9753  0.2415
H13 -0.9689 -1.6052 0.7401  0.3385
H14 -2.6952 -1.2038 2.2850  0.2623
H15 -3.3947 -0.1718 -1.9821  0.2344
H16 -4.9900 0.0320 2.7747  0.2316
H17 -5.2272 1.3241 -1.3699  0.3111
H18 -6.0384 1.3011 1.0210  0.2745
H19 -0.2278 0.5256 0.9958  0.5025
N1 3.2205 -2.6461 0.1612  -0.7244
N2 1.8637 2.7903 0.2980  -0.3135
N3 0.9514 -0.9314 -0.8896  0.0128
O1 0.8558 -0.4260 1.2528  -0.7297
O2 3.6025 2.0532 1.6103  -0.6736
O3 -1.3634 1.6563 -1.7644  -0.6339
O4 -0.6160 1.2497 0.4622  -0.4974